(1)
Here is C29H21ClGeN2O4PdSbSe4 as an isolated structure from the Open Molecules 2025 dataset. Energies are from ωB97M-V with the def2-TZVPD basis set.

```
64
Properties=species:S:1:pos:R:3
Pd 1.822 0.085 -0.232
O 5.280 -2.545 3.583
C 4.169 -2.187 4.195
O 4.006 -2.309 5.381
C 3.086 -1.591 3.346
C 1.830 -1.232 3.813
Cl 1.134 -1.405 5.343
N 1.108 -0.729 2.783
N 1.854 -0.763 1.663
C 3.035 -1.280 1.979
C 4.025 -1.425 0.843
O 5.108 -1.960 1.066
O 3.629 -0.979 -0.290
C -0.281 -0.362 2.762
C -1.140 -1.116 1.982
C -2.483 -0.774 1.951
C -2.945 0.301 2.698
C -2.067 1.041 3.478
C -0.722 0.713 3.513
H 5.260 -2.354 2.597
H -0.760 -1.952 1.410
H -3.173 -1.357 1.356
H -3.995 0.561 2.675
H -2.426 1.885 4.052
H -0.018 1.284 4.099
Se -0.349 0.333 -6.070
Sb 1.694 1.288 -5.426
Se 1.624 3.720 -4.922
Se 3.935 0.795 -5.960
Se 2.205 0.087 -2.743
C -1.459 -4.672 -1.364
C -0.194 -4.447 -1.886
C 0.266 -3.149 -2.056
C -0.550 -2.070 -1.716
C -1.822 -2.305 -1.186
C -2.273 -3.604 -1.011
Ge 0.112 -0.286 -1.959
C -1.182 0.965 -2.613
C -2.424 0.530 -3.077
C -3.291 1.429 -3.684
C -2.924 2.756 -3.830
C -1.689 3.197 -3.371
C -0.820 2.306 -2.763
C 0.644 1.577 0.472
C 1.506 2.277 1.332
C 1.082 3.423 1.987
C -0.227 3.866 1.837
C -1.096 3.141 1.042
C -0.669 2.001 0.364
H -1.814 -5.686 -1.230
H 0.436 -5.282 -2.159
H 1.259 -2.973 -2.453
H -2.456 -1.472 -0.907
H -3.260 -3.784 -0.602
H -2.701 -0.513 -3.013
H -4.247 1.087 -4.058
H -3.599 3.452 -4.312
H -1.403 4.235 -3.486
H 0.140 2.651 -2.400
H 2.525 1.942 1.497
H 1.779 3.958 2.621
H -0.567 4.757 2.349
H -2.128 3.452 0.934
H -1.398 1.468 -0.226
```

The LUMO energy (spin up / spin down) comes out at -2.043 / -2.746 eV. The spin multiplicity is 2. The calculation puts the electronic energy at -14039.170819 hartree. The energy above the lowest of the compared OMol25 structures with the same formula, charge and spin comes out at 0.142 eV. Its expectation value of S² is 0.755. The net charge is 0.

Mulliken atomic charge list, values in e, 4 entries: Pd -0.7827; O -0.5479; C 0.4528; O -0.5842



(2)
Here is C6H11Cl2CuF2N3O4S2 as an isolated structure from the Open Molecules 2025 dataset. Energies are from ωB97M-V with the def2-TZVPD basis set.

```
31
Properties=species:S:1:pos:R:3
Cu 0.919 -2.533 1.460
C -4.266 0.683 0.898
C -3.629 0.060 -0.335
N -2.390 0.815 -0.532
C -2.396 2.059 -1.201
C -1.046 2.489 -1.245
N -0.272 1.502 -0.744
C -1.055 0.447 -0.334
C 1.173 1.557 -0.643
H -4.671 1.638 0.561
H -3.694 0.705 1.825
H -5.198 0.142 1.054
H -4.367 0.234 -1.118
H -3.305 -0.979 -0.271
H -3.305 2.605 -1.405
H -0.576 3.408 -1.563
H -0.753 -0.468 0.153
H 1.617 2.419 -1.141
H 1.638 0.647 -1.022
H 1.551 1.612 0.378
Cl -0.144 -0.222 2.983
Cl 0.931 -4.716 3.173
N 2.939 -2.053 0.466
S 3.963 -0.993 0.841
O 4.197 0.184 -0.011
O 5.089 -1.584 1.588
F 3.116 -0.284 1.914
S 3.473 -2.187 -1.129
O 4.879 -2.576 -1.193
O 2.955 -1.095 -1.994
F 2.625 -3.513 -1.413
```

The LUMO energy comes out at 1.551 eV. The calculation puts the electronic energy at -4257.441638 hartree. The net charge is -1.

Mulliken atomic charge list, values in e, 4 entries: Cu 0.5174; C -1.0132; C -0.5128; N 0.3180



(3)
Here is a 2-piece molecular cluster, C2H4Cl2FNS overall from the Open Molecules 2025 dataset. Energies are from ωB97M-V with the def2-TZVPD basis set.

```
11
Properties=species:S:1:pos:R:3
C 0.122 -0.027 -0.405
C 3.762 0.040 -0.070
N 1.100 -1.015 0.081
F 4.642 -0.963 -0.309
S 1.297 -2.428 -0.647
Cl 4.125 1.362 -1.169
Cl 3.834 0.346 1.680
H -0.968 -0.239 -0.283
H 0.239 0.941 0.231
H 0.188 0.180 -1.522
H 1.360 -0.734 1.100
```

The LUMO energy (spin up / spin down) comes out at -1.278 / -0.741 eV. The calculation puts the electronic energy at -1551.666072 hartree. The energy above the lowest of the compared OMol25 structures with the same formula, charge and spin comes out at 0.984 eV. The net charge is 0.

Mulliken atomic charge list, values in e, 4 entries: C -0.7319; C 0.3716; N -0.1823; F -0.1604



(4)
Here is one molecule with the formula C8H16N2O from the Open Molecules 2025 dataset. Energies are from ωB97M-V with the def2-TZVPD basis set.

```
27
Properties=species:S:1:pos:R:3
N 2.692 -1.025 -1.023
N 2.267 -2.207 -1.309
O 1.075 -3.671 1.238
C -1.600 3.197 0.402
C 0.434 -2.468 1.648
C -1.849 1.697 -0.073
C -0.993 1.288 -1.285
C 0.306 0.652 -0.945
C 1.335 -1.327 1.031
C 0.171 -0.838 -1.216
C 1.450 -1.342 -0.502
H 2.037 -3.551 1.388
H -1.655 3.960 -0.408
H -0.594 3.196 0.758
H -2.219 3.623 1.277
H 0.429 -2.405 2.763
H -0.641 -2.324 1.294
H -1.677 1.026 0.759
H -2.928 1.718 -0.238
H -1.542 0.732 -2.046
H -0.900 2.247 -1.783
H 0.455 0.881 0.086
H 0.989 1.161 -1.648
H 1.230 -0.349 1.421
H 2.299 -1.513 1.480
H 0.093 -1.049 -2.287
H -0.663 -1.309 -0.782
```

The LUMO energy comes out at 0.325 eV. Its structure (SMILES) is CCCCCC1(CCO)N=N1. The calculation puts the electronic energy at -499.030852 hartree. The energy above the lowest of the compared OMol25 structures with the same formula, charge and spin comes out at 4.220 eV. The net charge is 0.

Mulliken atomic charge list, values in e, 4 entries: N -0.5185; N -0.5249; O -0.5106; C -1.1873



(5)
Here is C32H24N4O2PSeZn as an isolated structure from the Open Molecules 2025 dataset. Energies are from ωB97M-V with the def2-TZVPD basis set.

```
65
Properties=species:S:1:pos:R:3
Zn 10.274 10.161 14.860
O 7.135 9.774 18.497
C 7.485 10.821 19.226
C 6.737 11.174 20.405
C 7.104 12.260 21.148
C 8.270 12.959 20.797
C 9.046 12.659 19.692
C 8.628 11.580 18.868
C 9.243 11.310 17.573
O 8.903 10.257 16.887
N 10.256 12.131 17.269
N 10.784 11.731 16.139
C 11.788 12.503 15.747
C 12.411 12.249 14.550
C 13.553 12.924 14.124
C 14.187 12.570 12.957
C 13.637 11.527 12.243
C 12.591 10.767 12.737
N 11.960 11.150 13.838
H 7.840 9.851 17.698
H 5.895 10.498 20.638
H 6.600 12.587 22.030
H 8.603 13.790 21.516
H 9.981 13.169 19.459
H 12.093 13.348 16.339
H 13.878 13.678 14.821
H 15.030 13.159 12.580
H 14.037 11.262 11.260
H 12.164 9.871 12.291
C 10.760 4.779 10.280
C 11.203 5.849 9.517
C 11.023 7.175 9.863
C 10.262 7.523 11.013
C 9.870 6.464 11.846
C 10.088 5.118 11.516
P 10.051 9.269 11.510
C 9.487 9.947 9.980
C 9.885 11.269 9.801
C 9.277 11.992 8.797
C 8.514 11.391 7.835
C 8.224 10.040 7.971
C 8.805 9.258 8.977
C 8.521 9.325 12.526
C 7.415 8.632 12.107
C 6.226 8.854 12.793
C 6.150 9.827 13.807
C 7.347 10.358 14.306
C 8.584 10.061 13.734
H 10.825 3.772 9.839
H 11.829 5.687 8.602
H 11.480 7.912 9.218
H 9.489 6.596 12.845
H 9.913 4.359 12.253
H 10.631 11.783 10.473
H 9.324 13.071 8.830
H 8.109 11.912 6.981
H 7.448 9.576 7.322
H 8.632 8.205 9.144
H 7.584 7.865 11.335
H 5.297 8.429 12.453
H 5.211 10.090 14.326
H 7.328 10.878 15.260
Se 12.599 5.899 15.506
C 11.879 7.504 15.260
N 11.395 8.562 15.226
```

The LUMO energy comes out at 1.662 eV. The calculation puts the electronic energy at -6125.493866 hartree. The energy above the lowest of the compared OMol25 structures with the same formula, charge and spin comes out at 0.542 eV. The net charge is -1.

Mulliken atomic charge list, values in e, 4 entries: Zn -0.8561; O -0.7305; C 0.0874; C -0.5702



(6)
Here is C29H27AuF3N2O5PS4 as an isolated structure from the Open Molecules 2025 dataset. Energies are from ωB97M-V with the def2-TZVPD basis set.

```
72
Properties=species:S:1:pos:R:3
Au -0.469 1.004 0.408
F -1.396 0.430 5.553
C -1.792 -0.736 5.026
F -3.087 -0.607 4.697
F -1.711 -1.666 5.988
C -0.957 -1.107 3.832
C -0.246 -2.292 3.778
C 0.513 -2.619 2.656
C 0.557 -1.726 1.607
N -0.116 -0.578 1.687
C -0.885 -0.248 2.736
S -1.637 1.291 2.405
H -0.291 -2.971 4.618
H 1.063 -3.546 2.605
H 1.128 -1.880 0.700
O 1.612 1.149 -2.960
C 1.501 1.143 -1.758
O 0.674 0.316 -1.124
C 2.337 2.060 -0.907
C 2.731 3.275 -1.454
C 3.449 4.182 -0.695
C 3.791 3.828 0.597
C 3.466 2.603 1.148
C 2.723 1.719 0.385
N 4.519 4.805 1.425
O 4.979 4.420 2.481
O 4.610 5.942 1.005
H 2.450 3.505 -2.472
H 3.729 5.149 -1.081
H 3.774 2.369 2.155
H 2.460 0.749 0.789
S 0.016 4.384 1.852
P -0.928 4.507 0.160
S -1.204 2.725 -0.922
C -2.596 5.210 0.327
C -2.696 6.561 0.659
C -3.937 7.138 0.863
C -5.089 6.370 0.745
C -4.994 5.026 0.423
C -3.750 4.445 0.212
C -0.086 5.591 -1.035
C 0.663 6.650 -0.530
C 1.333 7.504 -1.393
C 1.266 7.298 -2.764
C 0.524 6.241 -3.271
C -0.152 5.388 -2.411
H -1.802 7.163 0.763
H -4.007 8.187 1.118
H -6.059 6.822 0.906
H -5.888 4.423 0.333
H -3.679 3.396 -0.043
H 0.758 6.776 0.542
H 1.925 8.316 -0.991
H 1.799 7.958 -3.437
H 0.478 6.070 -4.339
H -0.709 4.555 -2.819
C 0.102 -1.588 -4.228
C 0.860 -2.831 -3.789
S 1.349 -2.726 -2.049
O 2.714 -2.134 -2.003
C 1.592 -4.499 -1.743
C 0.328 -5.341 -1.816
H -0.104 -1.641 -5.298
H 0.672 -0.684 -4.025
H -0.852 -1.511 -3.703
H 1.804 -2.951 -4.324
H 0.260 -3.732 -3.918
H 2.009 -4.513 -0.734
H 2.380 -4.831 -2.422
H -0.500 -4.861 -1.290
H 0.498 -6.311 -1.350
H 0.013 -5.524 -2.842
```

The LUMO energy comes out at -1.757 eV. The calculation puts the electronic energy at -3976.364937 hartree. The energy above the lowest of the compared OMol25 structures with the same formula, charge and spin comes out at 0.333 eV. The net charge is 0.

Mulliken atomic charge list, values in e, 4 entries: Au 0.8337; F -0.2132; C 0.6188; F -0.2180